Entry 1:
A structure of composition C30H32Br2N4O6Si2W in a non-equilibrium geometry. Source: the Open Molecules 2025 dataset; level of theory: the ωB97M-V functional and the def2-TZVPD basis.

Last column: Mulliken charge in e.
Positions of all 77 atoms, in Å:
W1 -0.2110 -0.1602 0.1870  0.964
Br1 2.7988 -2.5633 -1.4410  0.044
C1 3.3085 -0.7991 -1.0522  -0.104
C2 4.5987 -0.4035 -1.3859  -0.807
C3 4.9695 0.9092 -1.1803  -0.785
C4 4.0191 1.7960 -0.6918  -0.946
C5 2.7747 1.3019 -0.3789  0.586
N1 2.4035 0.0123 -0.5094  0.601
C6 1.6825 2.2224 0.0534  -0.106
O1 1.7609 3.4033 0.1202  -0.550
O2 0.5697 1.5150 0.3191  0.621
H1 5.2823 -1.1247 -1.8101  0.530
H2 5.9694 1.2419 -1.4238  0.525
H3 4.2189 2.8509 -0.5634  0.570
C7 -1.2863 -1.3949 4.9702  -1.322
Si1 -1.4719 -0.8066 3.1991  0.622
C8 -2.1325 0.9702 3.1261  -0.733
C9 -2.5918 -2.1347 2.4499  -1.036
C10 0.2551 -0.6321 2.2519  2.747
C11 0.6205 -2.0248 1.9111  -2.446
C12 1.0716 -3.0633 2.7197  -0.529
C13 1.0586 -4.3500 2.2198  -0.903
C14 0.5934 -4.5846 0.9233  -1.217
C15 0.2441 -3.5135 0.1418  -0.497
N2 0.3070 -2.2571 0.6130  0.580
Si2 1.5609 0.3095 3.3297  0.893
C16 3.2383 -0.1942 2.5897  -1.158
C17 1.2272 2.1705 3.2986  -1.196
C18 1.6184 -0.1545 5.1507  -1.508
H4 -2.2769 -1.6666 5.3423  0.441
H5 -0.8821 -0.6365 5.6385  0.398
H6 -0.6608 -2.2863 5.0498  0.358
H7 -3.2240 1.0025 3.1185  0.415
H8 -1.7572 1.5221 2.2669  -0.107
H9 -1.8101 1.5143 4.0174  0.436
H10 -3.6394 -1.8672 2.6094  0.520
H11 -2.4272 -3.0715 2.9879  0.411
H12 -2.4693 -2.3483 1.3968  0.123
H13 1.3858 -2.8470 3.7324  0.552
H14 1.3815 -5.1760 2.8399  0.559
H15 0.5227 -5.5883 0.5307  0.532
H16 -0.0789 -3.6414 -0.8837  0.673
H17 3.7841 0.6614 2.1887  0.393
H18 3.1467 -0.9469 1.8070  0.184
H19 3.8633 -0.6209 3.3766  0.597
H20 0.4966 2.4996 2.5636  0.162
H21 2.1511 2.7254 3.1184  0.476
H22 0.8649 2.4880 4.2777  0.480
H23 1.5848 -1.2260 5.3552  0.399
H24 0.8160 0.3197 5.7165  0.359
H25 2.5584 0.2232 5.5607  0.432
O3 -1.2653 0.2330 -5.8502  -0.429
C19 -0.4396 -0.7149 -6.2131  -0.120
O4 -0.0162 -1.3220 -7.1245  -0.445
C20 -0.4404 -0.4408 -4.7473  1.431
C21 0.5431 0.4437 -4.1171  -1.166
C22 0.6613 0.5316 -2.7876  -0.302
N3 -0.1023 -0.1891 -1.8671  1.088
C23 -1.0587 -1.0306 -2.4751  0.831
C24 -1.2424 -1.1940 -3.7897  -0.874
C25 -1.9707 -1.6679 -1.4928  -0.454
O5 -2.7750 -2.5123 -1.6921  -0.515
O6 -1.7499 -1.0991 -0.2707  -0.372
H26 1.1596 1.0632 -4.7551  0.539
H27 1.3945 1.2045 -2.3738  0.396
H28 -2.0205 -1.8649 -4.1338  0.650
Br2 -6.0273 1.4730 0.2964  -0.104
C26 -4.2891 2.0158 -0.1670  -0.650
C27 -4.0383 3.2695 -0.7081  -0.119
C28 -2.7269 3.5934 -1.0136  -1.122
C29 -1.7222 2.6787 -0.7665  -0.339
N4 -1.9654 1.4716 -0.2407  -0.083
C30 -3.2340 1.1502 0.0492  -0.106
H29 -4.8470 3.9667 -0.8799  0.509
H30 -2.4792 4.5561 -1.4371  0.505
H31 -0.6944 2.9320 -0.9833  0.469
H32 -3.4213 0.1745 0.4734  0.549

Summary:
total charge = +2
E_tot = -207526.834 eV
energy above the lowest of the compared OMol25 structures with the same formula, charge and spin = 60.6 kJ/mol
E_HOMO = -0.512 Ha

=====

Entry 2:
A cluster of 2 separate species, C6H13NO in total in a non-equilibrium geometry. Source: the Open Molecules 2025 dataset; level of theory: the ωB97M-V functional and the def2-TZVPD basis.

Last column: Mulliken charge in e.
Positions of all 21 atoms, in Å:
C1 0.1160 1.5558 2.2205  -0.924
C2 1.3778 0.9755 1.4982  -0.969
N1 -0.1353 -1.4666 0.6058  -0.522
C3 0.4281 -0.5752 -0.3132  0.968
C4 1.0501 0.5397 0.1119  -0.450
C5 0.2010 -1.9002 -2.3761  -0.822
C6 0.1372 -0.7138 -1.7621  -0.415
H1 -0.4566 2.0641 1.4549  0.286
H2 -0.4501 0.7716 2.7002  0.293
H3 0.4539 2.1924 3.0426  0.342
H4 1.8082 0.1757 2.1012  0.365
H5 2.2479 1.6365 1.5504  0.373
H6 0.0671 -1.2807 1.5717  0.230
H7 -0.0454 -2.4713 0.5013  0.204
H8 1.1010 1.3571 -0.6139  0.161
H9 0.0589 -1.9180 -3.4535  0.278
H10 0.5825 -2.7575 -1.8330  0.213
H11 0.3123 0.2531 -2.2139  0.393
H12 -3.5611 0.1246 -1.8907  0.312
H13 -2.1797 0.6692 -1.5651  0.338
O1 -3.1140 0.7681 -1.3372  -0.653

Summary:
E_tot = -9968.732 eV
energy above the lowest of the compared OMol25 structures with the same formula, charge and spin = 235.6 kJ/mol
SMILES = C=C/C(N)=C/CC.O
E_HOMO = -0.295 Ha

=====

Entry 3:
The molecule C17H24N2O2. Source: the Open Molecules 2025 dataset; level of theory: the ωB97M-V functional and the def2-TZVPD basis.

Last column: Mulliken charge in e.
Positions of all 45 atoms, in Å:
C1 -4.3232 -1.9393 0.0946  -1.517
H1 -4.9063 -2.2391 -0.7739  0.322
H2 -4.7490 -2.4179 0.9739  0.430
H3 -3.3053 -2.3005 -0.0225  0.336
C2 -4.3514 -0.4220 0.2586  1.138
C3 -5.7579 0.0453 0.6308  -1.687
H4 -6.0833 -0.4225 1.5570  0.412
H5 -6.4637 -0.2214 -0.1531  0.343
H6 -5.7868 1.1250 0.7644  0.411
C4 -3.8958 0.2968 -1.0166  -1.022
C5 -2.4565 -0.0232 -1.4299  -1.206
N1 -1.5033 0.2457 -0.3858  0.241
C6 -0.7884 -0.7096 0.2317  0.544
O1 -0.8640 -1.9023 0.0282  -0.703
C7 0.1225 -0.0247 1.2467  -0.765
H7 1.1109 -0.4835 1.2324  0.375
C8 0.1065 1.4501 0.8267  0.099
H8 0.1457 2.1257 1.6843  0.622
C9 1.2984 1.7606 -0.0875  0.232
O2 1.1839 2.0530 -1.2574  -0.663
N2 2.4867 1.6999 0.5497  -0.174
H9 2.5170 1.3937 1.5098  0.331
C10 3.7520 1.7525 -0.1559  -1.105
C11 4.4123 0.3975 -0.1769  0.678
C12 3.7231 -0.6927 -0.6964  -0.098
C13 4.2986 -1.9498 -0.6962  -0.686
C14 5.5720 -2.1294 -0.1809  -0.418
C15 6.2656 -1.0479 0.3335  -0.534
C16 5.6857 0.2095 0.3406  -0.538
H10 6.2289 1.0515 0.7463  0.323
H11 7.2594 -1.1828 0.7348  0.372
H12 6.0228 -3.1106 -0.1816  0.374
H13 3.7523 -2.7894 -1.0989  0.404
H14 2.7334 -0.5504 -1.1061  0.470
H15 3.5184 2.0813 -1.1729  0.324
H16 4.4036 2.4921 0.3191  0.414
C17 -1.2077 1.5891 0.0487  -0.999
H17 -1.0779 2.2446 -0.8183  0.411
H18 -2.0121 1.9822 0.6820  0.285
H19 -0.3047 -0.1671 2.2418  0.347
H20 -2.1907 0.5711 -2.3119  0.376
H21 -2.3556 -1.0818 -1.6763  0.532
H22 -3.9913 1.3756 -0.8692  0.372
H23 -4.5538 0.0168 -1.8416  0.495
H24 -3.6709 -0.1517 1.0741  0.104

Summary:
E_tot = -25095.363 eV
energy above the lowest of the compared OMol25 structures with the same formula, charge and spin = 29.0 kJ/mol
SMILES = CC(C)CCN1C[C@H](C(=O)NCc2ccccc2)CC1=O
E_HOMO = -0.337 Ha

=====

Entry 4:
A cluster of 2 separate species, C6H10 in total in a non-equilibrium geometry. Source: the Open Molecules 2025 dataset; level of theory: the ωB97M-V functional and the def2-TZVPD basis.

Last column: Mulliken charge in e.
Positions of all 16 atoms, in Å:
C1 -1.6336 -0.5861 -0.3192  -0.137
C2 -1.5530 0.6678 0.3592  -0.632
C3 3.2656 -1.4393 -0.3628  -0.801
C4 2.1896 -0.7588 -0.6991  0.019
C5 0.8428 -1.0734 -0.2658  0.062
C6 -0.1392 -0.1763 -0.3088  -0.400
H1 -2.1046 -0.5972 -1.2968  0.156
H2 -4.0825 4.3322 1.4441  -0.067
H3 -1.8152 -1.4385 0.3311  0.243
H4 -4.5238 4.6299 1.9550  0.066
H5 0.1455 0.6005 -1.0189  0.300
H6 4.2576 -1.1375 -0.6591  0.274
H7 3.2851 -2.1913 0.4222  0.242
H8 2.2786 0.1223 -1.3177  0.241
H9 0.7271 -1.9148 0.4119  0.259
H10 -1.1399 0.9605 1.3247  0.176

Summary:
E_tot = -6376.701 eV
energy above the lowest of the compared OMol25 structures with the same formula, charge and spin = 690.7 kJ/mol
E_HOMO = -0.253 Ha

=====

Entry 5:
A cluster of 3 separate species, C2H11N3O2 in total in a non-equilibrium geometry. Source: the Open Molecules 2025 dataset; level of theory: the ωB97M-V functional and the def2-TZVPD basis.

Last column: Mulliken charge in e.
Positions of all 18 atoms, in Å:
C1 -2.6986 0.0559 0.5844  -0.720
N1 -1.6924 -0.3880 -0.3554  -0.197
C2 -0.3504 -0.4312 -0.1482  0.584
N2 0.4113 -0.8147 -1.2562  -0.505
N3 0.2138 0.0166 0.9224  -0.706
H1 -2.2408 0.7608 1.2609  0.171
H2 -3.2383 -0.7854 1.0096  0.298
H3 -3.3871 0.7342 0.0822  0.281
H4 -2.0100 -1.0043 -1.0753  0.178
H5 1.0951 -0.1449 -1.5587  0.207
H6 0.0030 -1.4698 -1.9043  0.180
H7 1.1889 -0.2012 0.6928  0.211
H8 5.2053 -1.1570 -0.3523  0.321
H9 4.5483 -1.3556 -1.6551  0.313
O1 5.2638 -0.8381 -1.2635  -0.636
H10 -0.3232 1.6942 1.8208  0.386
H11 -1.3970 2.6952 1.3348  0.329
O2 -0.5919 2.6331 1.8611  -0.695

Summary:
E_tot = -10817.422 eV
energy above the lowest of the compared OMol25 structures with the same formula, charge and spin = 91.9 kJ/mol
SMILES = [H]/N=C(\N)NC.O.O
E_HOMO = -0.339 Ha

=====

Entry 6:
A structure of composition C8H24BrMnO4 in a non-equilibrium geometry. Source: the Open Molecules 2025 dataset; level of theory: the ωB97M-V functional and the def2-TZVPD basis.

Last column: Mulliken charge in e.
Positions of all 38 atoms, in Å:
Mn1 1.2217 0.0707 3.2515  0.945
Br1 0.3335 -0.2758 0.8704  -0.248
C1 0.5772 -0.2713 -4.7709  -1.275
C2 0.3766 -0.6429 -3.3201  0.053
O1 0.5873 0.5012 -2.4935  -0.447
H1 -0.2016 0.4012 -5.1336  0.321
H2 0.5078 -1.1575 -5.4030  0.364
H3 1.5526 0.1923 -4.9144  0.313
H4 1.0699 -1.4582 -3.0844  0.252
H5 -0.6513 -0.9867 -3.1533  0.271
H6 0.6411 0.2256 -1.5761  0.173
C3 3.4561 3.3640 2.4690  -1.159
C4 3.1142 2.0471 1.7830  0.128
O2 3.1011 0.9590 2.7629  -0.504
H7 4.5237 3.4073 2.7035  0.347
H8 2.9535 3.4966 3.4283  0.327
H9 3.2354 4.2215 1.8365  0.349
H10 3.8182 1.8153 0.9855  0.266
H11 2.1421 2.1143 1.2960  0.214
H12 4.0120 0.6457 2.8592  0.283
C5 -1.2987 -4.2730 1.6797  -0.882
C6 -1.5988 -4.0052 0.2075  -0.205
O3 -2.1499 -2.7124 -0.0097  -0.429
H13 -2.1774 -4.0898 2.3011  0.269
H14 -0.5254 -3.5874 2.0561  0.145
H15 -0.9312 -5.2756 1.8974  0.373
H16 -2.3351 -4.7349 -0.1285  0.303
H17 -0.6886 -4.1296 -0.3898  0.232
H18 -1.4560 -2.0867 0.2356  0.128
C7 -3.2858 1.2996 0.5582  -0.716
C8 -2.4030 2.1914 -0.3064  -0.050
O4 -1.3490 2.7984 0.4410  -0.495
H19 -4.2162 1.0406 0.0496  0.341
H20 -3.5480 1.7922 1.4958  0.272
H21 -2.7908 0.3529 0.7876  0.076
H22 -3.0060 2.9975 -0.7156  0.322
H23 -1.9749 1.5876 -1.1111  0.125
H24 -0.6361 2.1647 0.5548  0.219

Summary:
total charge = +1
E_tot = -118229.972 eV
energy above the lowest of the compared OMol25 structures with the same formula, charge and spin = 301.4 kJ/mol
2S+1 = 6
E_HOMO (alpha / beta) = -0.451 / -0.451 Ha

=====

Entry 7:
The molecule C3H4N4O in a non-equilibrium geometry. Source: the Open Molecules 2025 dataset; level of theory: the ωB97M-V functional and the def2-TZVPD basis.

Last column: Mulliken charge in e.
Positions of all 12 atoms, in Å:
C1 -1.4786 0.2807 -0.4264  -0.016
C2 0.6117 -1.5154 0.3526  0.007
C3 1.3867 0.3908 -0.2821  0.182
H1 -1.1486 1.7571 1.0871  0.319
H2 -2.0332 0.8784 -1.0763  0.406
H3 1.0645 -1.8799 1.2705  0.403
H4 2.3243 1.0793 -0.7536  0.236
N1 -0.6432 0.8669 0.6323  -0.332
N2 -1.4748 -0.8977 -0.6017  -0.317
N3 -0.7264 -1.4725 0.2609  -0.200
N4 0.5994 1.3747 -0.0416  -0.429
O1 1.5182 -0.8625 -0.4216  -0.259

Summary:
E_tot = -11177.568 eV
energy above the lowest of the compared OMol25 structures with the same formula, charge and spin = 617.6 kJ/mol
SMILES = c1nncocn[nH]1
E_HOMO = -0.338 Ha

=====

- Which of these has the highest energy above the lowest of the compared OMol25 structures with the same formula, charge and spin?
  C6H10

=====

- Look up the energy above the lowest of the compared OMol25 structures with the same formula, charge and spin of the sixth one.
  301.4 kJ/mol